[1]
Density functional theory data (the ωB97M-V functional and the def2-TZVPD basis) for 2 unconnected molecules or ions with the total composition C3H13N2O in a non-equilibrium geometry.

The geometry in XYZ format:
```
19
C3H13N2O | OMol25 | the ωB97M-V functional and the def2-TZVPD basis
C 0.20819 -0.63986 1.90153
H 0.45627 -0.78396 2.96380
H -2.43958 -0.43077 -1.16772
C -0.95005 -0.42734 -2.40535
H 2.32665 1.96619 1.87912
H 2.69974 0.54299 1.12432
H -2.51513 -1.75212 -2.10042
H 2.29876 0.53650 2.72241
O -1.67346 0.34680 -3.43926
H -0.02305 1.52273 2.06479
H 0.51485 1.07853 0.48403
C 0.56652 0.80895 1.50329
H 0.78017 -1.41038 1.31959
H -0.31420 -1.13772 -3.03266
H -0.85914 -0.84510 1.80454
N -1.86619 -1.16932 -1.58387
N 2.04864 0.95714 1.81868
H -0.95835 0.63512 -4.06619
H -0.30063 0.20163 -1.79063
```

As for the lowest unoccupied orbital energy: -3.9 eV. As for the charge: +1. The calculation puts the orbital gap at 0.326 Ha. Its HOMO energy is -12.815 eV. The energy above the lowest of the compared OMol25 structures with the same formula, charge and spin comes out at 163.9 kJ/mol.

[2]
Density functional theory data (the ωB97M-V functional and the def2-TZVPD basis) for 2 unconnected molecules or ions with the total composition C3H13N2O in a non-equilibrium geometry.

The geometry in XYZ format:
```
19
C3H13N2O | OMol25 | the ωB97M-V functional and the def2-TZVPD basis
C 0.75733 -0.79111 -1.69887
H 0.57274 0.07488 -2.35049
H 0.10651 -1.15345 1.71792
H 1.40981 0.00969 0.11770
C 0.43701 -0.29917 -0.26730
O 0.95470 2.71614 0.87308
H 1.79552 -1.10126 -1.70282
H -0.94276 0.96668 -1.25003
H 1.00454 2.49326 1.83934
H 0.02672 -1.47194 -2.13369
H -1.89696 -2.32431 -0.18546
H 0.93088 3.68690 0.99725
H 0.35809 -2.42039 0.50128
N -0.53440 0.88062 -0.31712
H -0.09974 1.76293 0.14086
H -1.85727 -2.15842 1.42644
C -0.06062 -1.40969 0.66822
N -1.51636 -1.71227 0.55687
H -1.37670 0.72072 0.24655
```

As for the lowest unoccupied orbital energy (spin up / spin down): -7.5 / -13.3 eV. The spin multiplicity is 2. As for the charge: +2. The calculation puts the orbital gap (spin up / spin down) at 0.463 / 0.249 Ha. Its HOMO energy (spin up / spin down) is -20.125 / -20.124 eV. The energy above the lowest of the compared OMol25 structures with the same formula, charge and spin comes out at 120.5 kJ/mol.

[3]
Density functional theory data (the ωB97M-V functional and the def2-TZVPD basis) for 3 unconnected molecules or ions with the total composition C3H13N2O2S in a non-equilibrium geometry.

The geometry in XYZ format:
```
21
C3H13N2O2S | OMol25 | the ωB97M-V functional and the def2-TZVPD basis
H 0.56713 0.50349 0.15934
C 1.76718 -1.91719 1.17687
H 0.66258 2.48876 0.63659
N 2.38968 -0.81775 1.88933
H -3.19184 0.96249 -0.52911
C -0.51526 -0.49646 -1.44433
N 0.43206 -1.49936 0.65132
H -0.00826 -2.28049 0.16885
H 2.41946 -2.15606 0.33390
C 0.59243 -0.43629 -0.41328
H -0.19599 -0.99639 -2.36701
O 0.75093 2.27021 1.59684
H 2.52356 -0.03680 1.25974
H -1.40590 -1.00768 -1.06586
H 1.66458 -2.75288 1.86654
H -2.38094 -0.05363 0.27544
H 0.28870 1.40129 1.57585
O -3.27335 0.12158 -0.05314
S -0.94034 1.22823 -1.86799
H 1.55360 -0.58040 -0.96479
H 1.82676 -0.55393 2.68402
```

As for the lowest unoccupied orbital energy: 3.7 eV. As for the charge: -1. The calculation puts the orbital gap at 0.248 Ha. Its HOMO energy is -3.084 eV. The energy above the lowest of the compared OMol25 structures with the same formula, charge and spin comes out at 121.1 kJ/mol.

[4]
Density functional theory data (the ωB97M-V functional and the def2-TZVPD basis) for 3 unconnected molecules or ions with the total composition C3H13N2O2S in a non-equilibrium geometry.

The geometry in XYZ format:
```
21
C3H13N2O2S | OMol25 | the ωB97M-V functional and the def2-TZVPD basis
H -2.54349 -2.63311 2.45183
O 3.59729 5.32853 -1.48301
H -2.42009 -3.38088 1.00965
H -1.43954 1.25576 0.05591
H -3.27310 -1.38513 -0.05961
H 2.96143 4.92808 -0.91193
S 0.46254 0.46356 -0.79132
N -0.97079 -0.56079 2.21616
H -0.66699 -1.64654 0.46848
C -2.82333 -1.37723 0.93773
H 3.82095 4.67604 -2.15040
N -2.97451 -2.70401 1.53594
C -1.37175 -0.89530 0.83528
H -1.63714 0.10848 2.59926
H 3.43820 -0.95390 -2.45194
H -3.40428 -0.62722 1.47942
H -0.06740 -0.08550 2.20942
C -1.20825 0.20196 -0.19624
H 2.84200 -1.29950 -1.12665
O 3.52662 -1.59795 -1.75677
H -1.89835 0.11856 -1.04143
```

As for the lowest unoccupied orbital energy (spin up / spin down): 0.3 / -2.4 eV. The spin multiplicity is 2. As for the charge: 0. The calculation puts the orbital gap (spin up / spin down) at 0.361 / 0.254 Ha. Its HOMO energy (spin up / spin down) is -9.506 / -9.346 eV. The energy above the lowest of the compared OMol25 structures with the same formula, charge and spin comes out at 29.7 kJ/mol.

[5]
Density functional theory data (the ωB97M-V functional and the def2-TZVPD basis) for a molecular structure, C3H13N2O2Sr in a non-equilibrium geometry.

The geometry in XYZ format:
```
21
C3H13N2O2Sr | OMol25 | the ωB97M-V functional and the def2-TZVPD basis
H -3.78795 -0.19846 -1.74471
H -0.24783 0.93011 2.70957
H -2.76280 -1.39559 -2.38519
H 3.48006 -0.21494 0.27118
C -2.75991 -0.35748 -2.09526
H -3.81004 1.77654 1.79802
O -0.00703 -0.28216 -1.17190
H 4.20871 -1.60379 -0.29227
H 2.67268 -0.66147 -1.97100
H -3.08350 1.80766 2.14828
O 1.18877 -0.18712 0.74666
H -1.33438 2.13593 2.90764
H -2.59748 0.27749 -2.99557
N 3.31112 -1.18803 -0.02319
C 2.26861 -1.18325 -1.10238
N -0.73000 1.68616 2.21529
H 2.94136 -1.71239 0.78409
Sr -2.09596 0.71248 0.06399
H 2.09477 -2.21767 -1.40514
H 0.00250 2.37615 2.00754
C 1.04828 -0.50018 -0.46564
```

As for the lowest unoccupied orbital energy (spin up / spin down): 2.7 / 2.6 eV. As for the charge: -1. The calculation puts the orbital gap (spin up / spin down) at 0.118 / 0.123 Ha. Its HOMO energy (spin up / spin down) is -0.484 / -0.717 eV.

[6]
Density functional theory data (the ωB97M-V functional and the def2-TZVPD basis) for 3 unconnected molecules or ions with the total composition C3H13N2O3 in a non-equilibrium geometry.

The geometry in XYZ format:
```
21
C3H13N2O3 | OMol25 | the ωB97M-V functional and the def2-TZVPD basis
H -1.89201 0.82260 0.58867
C -0.28653 0.47180 1.88287
H 2.84358 -2.67272 -1.33660
H -0.26564 -0.62340 -1.22325
C -1.44750 -1.42428 0.72498
H -2.23565 -1.76154 -0.00780
H -0.53796 -2.01203 0.45784
C -1.11312 0.01672 0.61552
H -0.63773 1.78787 3.48186
N -1.02663 1.28980 2.68714
H 1.57780 -2.63560 -2.30143
H 2.26081 2.06400 -2.56718
H -1.64698 -1.85523 1.68346
O 1.98448 -2.15704 -1.55669
H -2.04151 1.38124 2.66089
H 1.47137 3.09300 -3.54965
O 0.87868 0.21087 1.94655
N -0.11018 0.11849 -0.50956
H 0.80838 0.11120 -0.05250
O 1.52905 2.66570 -2.64852
H -0.11270 1.10857 -0.97659
```

As for the lowest unoccupied orbital energy: -3.0 eV. As for the charge: +1. The calculation puts the orbital gap at 0.421 Ha. Its HOMO energy is -14.463 eV. The energy above the lowest of the compared OMol25 structures with the same formula, charge and spin comes out at 123.3 kJ/mol.